[1]
{
  "formula": "C4HLiO4Rh",
  "method": "wB97M-V/def2-TZVPD",
  "species": ["O", "C", "C", "C", "H", "Li", "O", "C", "O", "O", "Rh"],
  "xyz": [[1.870455, -2.673600, 1.007387], [1.767145, -3.781911, 1.210642], [0.223659, 0.238333, -1.007320], [0.278397, 1.463012, -0.687473], [0.904626, 2.332834, -0.549582], [1.676148, -0.602534, 0.694306], [-2.049838, 0.902945, 0.555838], [-1.246927, -0.034244, 0.532417], [-0.708250, -0.694101, 1.453704], [-0.951677, -0.441305, -0.719711], [-2.560470, -1.482829, 1.503680]],
  "forces_ev_per_a": [[-0.1, 1.3, -0.3], [0.1, -0.9, 0.2], [-5.1, -0.3, 0.4], [3.5, 0.3, -0.8], [-0.5, 1.1, -0.2], [1.1, -0.9, 0.8], [0.3, -1.7, 0.5], [-2.2, 3.8, 0.9], [0.9, -1.0, 0.9], [4.1, -0.7, -3.9], [-2.1, -1.1, 1.5]],
  "charge": 3,
  "homo_energy_ha": [-0.8624, -0.8624],
  "de_lowest_kcal_mol": 79.16,
  "multiplicity": 5,
  "homo_lumo_gap_ha": [0.2624, 0.1717],
  "s_squared": 6.02
}

---

[2]
{
  "formula": "C6H9N2O",
  "method": "wB97M-V/def2-TZVPD",
  "species": ["C", "C", "C", "C", "C", "C", "N", "N", "O", "H", "H", "H", "H", "H", "H", "H", "H", "H"],
  "xyz": [[-3.424012, 0.350784, 0.030206], [-1.309893, 0.466597, 0.010042], [-1.691410, -0.802399, -0.188218], [0.067607, 0.753752, 0.267620], [0.948834, -1.628726, 0.355133], [2.357821, 0.332661, -0.274052], [-2.408684, 1.199084, 0.152476], [1.000723, -0.266067, -0.256121], [-2.990777, -0.868762, -0.166672], [-4.429381, 0.663321, -0.041528], [0.379304, 1.666334, -0.357848], [0.130127, 1.016522, 1.367068], [1.422893, -1.521526, 1.346067], [1.013542, -2.633921, -0.078217], [2.757897, 0.661201, 0.764528], [3.159629, -0.368669, -0.719741], [2.274536, 1.221908, -0.891883], [0.741245, -0.242091, -1.318857]],
  "forces_ev_per_a": [[2.4, 2.7, 0.1], [0.5, -2.4, -0.1], [0.7, -0.9, -0.1], [1.0, 4.0, 0.5], [0.3, 1.1, 1.4], [3.1, -0.2, 1.0], [-2.3, 1.0, 0.1], [-0.2, -1.2, -2.7], [-1.7, -2.4, -0.4], [-1.0, -0.3, 0.1], [-0.5, -0.9, 1.3], [0.9, -0.6, -1.2], [-0.7, -0.3, -0.3], [-0.2, 1.0, -0.8], [-1.1, -0.8, -1.6], [-1.6, 0.9, 0.6], [0.3, 0.0, 0.0], [0.3, -0.9, 2.2]],
  "charge": 1,
  "homo_energy_ha": [-0.4844, -0.4983],
  "de_lowest_kcal_mol": 140.85,
  "homo_lumo_gap_ha": [0.2810, 0.3067]
}

---

[3]
{
  "formula": "C10H22O3S",
  "method": "wB97M-V/def2-TZVPD",
  "species": ["C", "C", "C", "C", "C", "C", "C", "C", "C", "C", "H", "H", "H", "H", "H", "H", "H", "H", "H", "H", "H", "H", "H", "H", "H", "H", "H", "H", "H", "H", "H", "H", "O", "O", "O", "S"],
  "xyz": [[1.262046, 3.049811, -0.726937], [1.401615, 1.589520, -0.372825], [2.814518, 1.155996, 0.211435], [2.890913, -0.292963, 0.856614], [2.610960, -1.506092, -0.015493], [1.241732, -1.625008, -0.743304], [-0.063196, -1.685611, 0.178918], [-1.292108, -2.104600, -0.732600], [-2.575651, -2.116327, 0.073183], [-3.478620, 1.685725, 1.137585], [1.676097, 3.656682, -1.885188], [1.803996, 3.616270, 0.060242], [0.119638, 3.340744, -0.561757], [0.764179, 1.542048, 0.488296], [1.029073, 0.791416, -1.108914], [3.044594, 1.924171, 1.127605], [3.719325, 1.110037, -0.619846], [2.053419, -0.308917, 1.664574], [3.787491, -0.549448, 1.315058], [2.776059, -2.306903, 0.648740], [3.391534, -1.807000, -0.737144], [1.032383, -0.826813, -1.551303], [1.107573, -2.601672, -1.228242], [-0.059783, -0.634076, 0.551919], [0.183388, -2.280491, 1.020844], [-1.405143, -1.493669, -1.593603], [-1.051191, -3.262677, -0.885306], [-2.384656, -2.945905, 0.800239], [-3.515389, -2.196604, -0.555161], [-4.563226, 1.432046, 1.488058], [-2.857517, 1.734080, 1.957969], [-3.581667, 2.699851, 0.709873], [-2.741741, -0.857512, 0.678468], [-4.216729, 0.336698, -1.004178], [-1.886654, 1.195294, -0.605722], [-3.037260, 0.541888, -0.042090]],
  "forces_ev_per_a": [[-0.9, 3.3, -2.1], [1.4, -1.8, -0.6], [2.1, 0.1, 0.1], [-4.0, 1.4, -0.5], [-0.6, 0.1, -1.8], [-1.7, -0.4, -0.2], [1.3, 2.9, -2.2], [1.6, -2.9, 2.5], [-0.4, -0.7, -2.1], [-5.0, 0.2, 1.1], [-1.3, -2.5, 3.5], [-0.2, -0.1, -0.5], [2.4, -0.5, -0.8], [-0.6, -0.5, 0.5], [0.5, 1.9, 0.9], [-0.1, -1.6, -2.5], [-2.3, 0.8, 2.0], [1.4, 0.0, -1.0], [1.8, 0.4, 1.1], [-0.6, -1.4, 1.1], [0.0, 1.1, -0.2], [0.7, -1.5, 1.2], [1.0, 0.1, -0.4], [-1.0, -0.7, 0.0], [-0.3, -1.1, 0.7], [0.4, 0.2, -1.0], [-0.6, 2.4, -0.7], [-1.1, 1.2, 0.1], [1.1, -0.8, 0.6], [1.9, 0.3, -0.4], [1.6, -0.2, 1.7], [0.4, -0.9, -0.4], [-0.1, 2.9, 2.3], [3.6, 0.2, 3.2], [0.6, -1.2, 0.0], [-2.9, -0.8, -5.4]],
  "homo_energy_ha": -0.3797,
  "de_lowest_kcal_mol": 95.62,
  "homo_lumo_gap_ha": 0.4002
}